[1]
9
Properties=species:S:1:pos:R:3:forces:R:3 method="wB97M-V/def2-TZVPD" e_above_lowest_ev=0.5719 charge=0 homo_energy_ev=-8.8 max_force_ev_per_a=2.7 homo_lumo_gap_ev=8.56
C -0.84949 0.18809 -0.73848 0.6 0.8 0.6
C 1.48106 -0.25446 0.99654 -2.1 1.4 0.9
S -0.50193 1.73281 -1.10297 0.5 -0.1 0.2
S -2.35016 -0.55319 -1.11118 -0.7 -2.0 0.4
S 0.09454 -1.02619 0.17688 -1.0 -0.7 -0.2
H 2.16657 -0.99659 1.18618 1.9 -1.8 -0.5
H 1.27978 0.06973 2.04293 -0.5 0.5 -1.0
H 1.76039 0.49160 0.29522 1.0 1.0 0.0
H -3.08076 0.34822 -1.74512 0.4 0.9 -0.3

---

[2]
16
Properties=species:S:1:pos:R:3:forces:R:3 method="wB97M-V/def2-TZVPD" e_above_lowest_ev=10.0753 charge=0 homo_energy_ev=-8.1 max_force_ev_per_a=6.3 homo_lumo_gap_ev=8.46
C -1.27179 -0.40747 0.70616 -2.9 2.4 -2.8
C -0.56979 0.63961 -0.14923 -0.2 -1.0 -3.7
C 1.47569 0.46514 -1.37130 0.4 -0.8 1.9
C 1.63358 0.51448 0.33242 -5.3 2.9 -1.9
C 0.30068 -0.38741 0.67182 1.6 1.2 0.6
H -3.02624 0.60125 0.91749 2.6 -0.7 1.4
H -1.87048 -1.24598 0.01757 2.4 1.6 2.4
H -0.79876 1.81999 -0.13398 0.9 -2.9 1.3
H 2.04551 1.48205 -1.84423 -2.1 -2.9 1.0
H 1.88400 -0.60400 -1.75008 -0.8 3.0 0.5
H 1.48372 1.58582 0.65842 0.1 -1.1 -0.4
H 2.42300 0.20725 0.82751 4.3 -2.1 1.7
H 1.46130 -2.32452 0.38358 -4.0 4.3 -1.5
O -2.19899 0.39560 1.50869 -1.1 -1.0 -0.7
O -0.04982 0.32591 -1.43995 1.5 1.5 -1.2
O 0.62227 -1.53000 -0.09568 2.7 -4.4 1.4

---

[3]
93
Properties=species:S:1:pos:R:3:forces:R:3 method="wB97M-V/def2-TZVPD" charge=0 homo_energy_ev=-9.8 max_force_ev_per_a=3.2 homo_lumo_gap_ev=9.90
C -0.83539 1.34336 1.18405 0.2 -0.3 -0.3
C -0.49390 -0.04353 0.48691 -0.5 0.3 -0.6
C -0.79828 0.09237 -1.05278 0.2 -1.0 0.5
C -1.38067 -1.22005 1.08083 0.7 0.7 0.9
C -0.81230 -1.71250 2.48777 -0.3 0.2 -0.3
C 0.19310 -2.92665 2.34651 0.2 0.1 0.2
C -1.94441 -2.03754 3.52900 0.8 -1.0 0.3
O -2.12971 -0.85990 4.34600 0.7 0.6 -1.8
O -2.66791 -1.20501 5.57433 -0.4 -0.9 2.1
S -1.86537 -0.28763 6.75391 -0.6 1.3 0.5
O -2.77977 -0.30838 7.88975 1.0 -0.7 -1.3
O -0.47171 -1.13423 7.21367 -0.1 0.3 -0.4
C 0.67694 -0.41296 6.84727 2.6 1.1 -1.6
C 1.27576 -0.56867 5.52059 0.7 1.4 1.6
C 2.45410 0.24746 5.22070 -1.7 -0.5 2.1
C 2.94617 1.10568 6.28592 0.2 -0.4 -1.3
N 2.42657 1.25900 7.53008 -0.9 -1.7 -1.8
C 1.32607 0.50357 7.76627 -1.2 -0.7 0.0
H -1.94716 1.45414 1.31633 1.0 -0.2 -0.1
H -0.50027 2.18660 0.51615 -0.2 -0.8 0.7
H -0.33647 1.45343 2.18215 -0.5 -0.1 -0.8
H 0.60457 -0.25031 0.59995 -0.9 0.0 0.1
H 0.01865 0.59457 -1.63233 -0.8 -0.1 0.7
H -1.77628 0.59544 -1.20817 0.9 -0.3 0.3
H -0.89155 -0.94260 -1.49327 0.1 1.0 0.3
H -2.39701 -0.75890 1.23700 0.8 -0.8 -0.3
H -1.41624 -2.10212 0.39674 -0.2 0.8 0.4
H -0.23349 -0.84138 2.89099 -0.6 -0.7 -0.1
H 1.24848 -2.54748 2.45172 -1.0 -0.5 -0.3
H 0.08539 -3.44779 1.36305 0.1 0.5 0.8
H 0.05199 -3.70239 3.15017 0.1 0.8 -0.7
H -1.58442 -2.86229 4.20847 -0.4 0.8 -0.6
H -2.90444 -2.38011 3.06298 0.7 0.5 0.3
H 0.83119 -1.28247 4.79694 0.4 0.6 0.5
H 2.93069 0.19480 4.21587 -0.3 0.1 1.1
H 3.86467 1.70267 6.05471 -1.0 -0.5 0.4
H 0.85546 0.60566 8.77806 0.5 -0.1 -1.0
C -0.83417 -0.91574 -7.79175 -0.3 -0.1 0.1
C -0.18123 0.05083 -6.82446 0.5 -0.3 -0.6
O -1.14098 0.54951 -5.87757 -0.3 0.1 0.7
C -1.39018 -0.24823 -4.83520 0.9 -0.2 -1.0
O -0.88436 -1.31852 -4.65627 -0.4 0.1 0.4
C -2.37983 0.41857 -3.87976 -1.1 0.7 0.8
F -3.41871 0.98224 -4.52005 0.4 -0.2 -0.2
F -1.78278 1.40186 -3.16894 -0.1 -0.2 -0.9
F -2.90189 -0.44507 -3.00148 0.3 -0.1 -0.5
H -1.69389 -0.44974 -8.27752 0.1 0.1 -0.1
H -0.12406 -1.23321 -8.55596 0.0 0.0 0.0
H -1.20265 -1.80252 -7.27298 0.1 0.0 0.0
H 0.19875 0.91469 -7.37052 -0.2 0.2 0.2
H 0.66788 -0.40365 -6.31080 -0.2 0.0 0.2
C 3.20323 -2.69993 -1.71018 -0.4 -0.4 -0.2
C 4.26796 -2.46079 -2.76343 0.1 0.2 0.8
O 3.91024 -3.10195 -4.00076 -0.2 -0.1 -0.7
C 3.05883 -2.42964 -4.77924 0.5 0.4 1.2
O 2.58816 -1.36044 -4.51574 -0.2 -0.2 -0.6
C 2.79807 -3.20219 -6.07410 -0.3 -0.9 -1.2
F 2.58187 -4.51084 -5.85805 0.1 0.3 0.3
F 3.84100 -3.12137 -6.92223 0.0 0.3 0.4
F 1.72665 -2.73578 -6.72725 0.2 0.2 0.4
H 3.01936 -3.76987 -1.59045 0.1 0.0 0.0
H 3.50635 -2.28615 -0.75320 0.0 -0.2 0.0
H 2.25440 -2.24297 -1.99903 0.1 0.1 0.0
H 5.21021 -2.90606 -2.44205 -0.1 -0.2 -0.3
H 4.45175 -1.39739 -2.91795 -0.2 -0.1 -0.3
C -5.41362 1.37465 5.09224 -0.4 -0.1 0.0
C -4.90872 1.87380 3.75404 0.5 0.1 0.6
O -5.75417 1.41630 2.68423 -0.4 0.1 -0.6
C -6.86571 2.12745 2.47012 1.0 0.2 0.9
O -7.19370 3.09124 3.09951 -0.4 -0.1 -0.4
C -7.63715 1.55508 1.27871 -0.9 -0.6 -1.1
F -7.71874 0.21329 1.32051 0.2 0.3 0.3
F -7.04445 1.87253 0.11211 0.2 0.1 0.4
F -8.89177 2.01671 1.21614 0.4 0.1 0.3
H -5.51761 0.28801 5.08161 0.2 0.0 0.0
H -4.72642 1.65687 5.89088 0.0 0.0 0.0
H -6.39792 1.78673 5.32181 0.1 0.1 0.0
H -3.91525 1.46638 3.56130 -0.2 -0.1 -0.2
H -4.81911 2.96160 3.73776 -0.2 -0.1 -0.1
C 4.19241 4.28737 -3.59164 -0.3 -0.2 0.1
C 5.46098 3.69656 -3.01134 0.1 0.6 -0.6
O 5.16843 2.89851 -1.85108 0.0 -0.6 0.4
C 4.75664 1.65076 -2.08844 0.4 1.0 -0.9
O 4.61530 1.17047 -3.17609 -0.1 -0.4 0.5
C 4.52969 0.90909 -0.76996 -0.4 -0.6 1.4
F 3.86401 1.65209 0.13071 0.1 0.1 -0.4
F 5.69406 0.55866 -0.19241 0.0 0.2 -0.4
F 3.82310 -0.22022 -0.93430 0.3 0.9 -0.3
H 3.64652 4.84666 -2.82955 0.1 0.1 0.0
H 4.42512 4.95436 -4.42227 0.0 0.0 0.0
H 3.52370 3.50446 -3.95389 0.1 0.0 -0.1
H 6.12159 4.49738 -2.67897 -0.1 -0.2 0.3
H 6.00980 3.11368 -3.75311 -0.1 -0.2 0.1

---

[4]
9
Properties=species:S:1:pos:R:3:forces:R:3 method="wB97M-V/def2-TZVPD" e_above_lowest_ev=7.2048 charge=0 homo_energy_ev="-9.4 / -9.0" max_force_ev_per_a=3.7 homo_lumo_gap_ev="7.04 / 7.16"
C -1.76325 0.51688 0.90037 2.0 1.5 -1.0
C 0.35065 0.77857 -0.51542 -2.6 0.7 1.8
C 0.82954 -0.52265 -0.58929 2.5 -2.6 -0.7
F 0.01131 -1.56494 -0.32785 -0.5 0.7 0.1
Br 1.23604 2.24578 0.05297 0.3 -0.3 -0.3
Br 2.62976 -1.17100 0.62473 -1.0 0.7 -0.6
H -1.97501 -0.49740 0.93566 0.0 -2.3 0.3
H -2.64161 0.97011 0.49390 -0.5 1.0 -0.4
H 1.32257 -0.75536 -1.57506 -0.2 0.7 0.9

---

[5]
128
Properties=species:S:1:pos:R:3:forces:R:3 method="wB97M-V/def2-TZVPD" charge=-1 homo_energy_ev=-4.4 max_force_ev_per_a=8.3 homo_lumo_gap_ev=5.95
C -0.35406 3.46855 1.38188 0.3 0.3 -0.7
C -1.97329 3.77444 1.34830 1.2 1.4 -0.2
O -2.81096 2.60675 1.03023 0.8 0.4 -0.3
C -2.35339 1.89989 -0.17618 0.4 -0.4 -0.1
C -3.49301 0.87043 -0.81967 0.4 0.8 0.0
O -3.20109 -0.49071 -0.34380 -0.6 0.3 -2.1
C -3.32546 -1.49732 -1.40970 0.5 -1.8 -0.5
C -1.99928 -1.62090 -2.38726 -0.2 1.3 0.1
O -0.78623 -2.07690 -1.64165 -0.8 0.7 -2.4
C 0.35130 -2.11701 -2.58793 1.0 -0.9 -0.1
C 1.56411 -1.05824 -2.18829 0.5 -0.6 0.6
C 1.02935 0.38995 -1.64013 -0.6 -1.3 1.3
P 2.42489 1.45889 -0.78307 2.6 -1.8 0.4
N 3.91252 0.85685 -0.98922 -1.2 0.3 1.3
O 0.23876 1.17013 -2.61636 1.9 -0.4 -1.4
S 0.94724 1.16963 -4.16580 -3.1 1.4 -7.0
O 0.08770 0.23092 -5.09921 2.9 2.3 4.1
O 0.90440 2.57529 -4.87978 0.6 -4.2 3.8
C 2.72996 0.50667 -4.14940 1.0 -1.2 0.8
C 3.33541 0.33741 -5.69719 -0.5 -0.9 0.3
O 4.63471 1.02506 -5.78489 -2.3 0.6 -1.9
C 4.63823 2.08671 -6.80345 0.9 1.6 -0.3
C 4.36859 3.60564 -6.16113 -0.7 0.0 -1.0
O 5.43654 4.01189 -5.22609 -2.3 -0.4 1.0
C 4.88907 4.46744 -3.93340 -0.3 0.2 1.5
C 5.95403 4.24732 -2.67253 0.5 -0.4 -0.4
C 2.62530 -0.98849 -3.43423 0.0 -0.2 -0.9
C 4.11999 -1.63490 -3.08056 5.5 -0.5 1.4
O 4.13892 -2.86113 -2.54354 -0.9 5.6 -2.5
O 5.36329 -0.82955 -3.32184 -7.3 -4.0 0.7
H 0.22043 4.34419 1.95184 -1.4 -2.0 -1.1
H -0.08521 2.41572 1.82942 -0.6 2.1 -0.6
H 0.07902 3.48460 0.27958 -0.9 -0.1 2.2
H -2.23047 4.26826 2.40422 0.0 -1.6 -2.1
H -2.14445 4.65329 0.55888 0.2 -2.5 1.7
H -2.01082 2.72345 -0.94761 -0.6 -1.8 1.3
H -1.45657 1.19833 0.16692 -1.7 1.5 -1.1
H -4.60252 1.18043 -0.52155 2.4 -0.6 -0.5
H -3.39258 0.89345 -1.99082 -0.2 0.1 2.3
H -3.48737 -2.54268 -0.85751 0.3 2.4 -1.2
H -4.24931 -1.33179 -2.12974 1.7 -0.1 1.6
H -2.17860 -2.31034 -3.33818 0.1 1.3 2.2
H -1.79023 -0.52645 -2.78694 -0.3 -2.2 0.6
H 0.02914 -2.01215 -3.72287 0.5 0.2 2.4
H 0.81668 -3.20960 -2.48375 -0.8 2.4 -0.2
H 2.13715 -1.57249 -1.27913 -1.1 1.3 -1.9
H 0.27591 0.14546 -0.74672 1.4 0.5 -2.1
H 2.17122 1.46209 0.65102 -1.0 0.2 -1.4
H 2.45815 2.81274 -1.29035 -1.1 -0.7 0.2
H 4.31799 0.61695 -0.04459 -0.6 0.1 -1.5
H 3.41152 1.25727 -3.56412 -1.2 -1.5 -0.9
H 3.48897 -0.83742 -5.84300 0.0 2.6 0.5
H 2.55497 0.65435 -6.51794 1.5 -0.2 1.7
H 5.72039 2.16056 -7.29317 -2.2 -0.5 1.3
H 3.89468 1.90232 -7.70325 1.2 0.3 2.0
H 4.37815 4.41712 -7.03654 0.0 -1.9 1.6
H 3.28204 3.65311 -5.69648 2.3 -0.2 -0.6
H 4.58983 5.60873 -4.01461 0.6 -2.1 0.1
H 3.90521 3.88098 -3.61752 2.0 1.0 -0.9
H 7.00340 4.77296 -2.88205 -2.4 -0.9 0.4
H 5.49745 4.62345 -1.63609 0.9 -0.6 -2.5
H 6.19869 3.10280 -2.53399 -0.7 2.2 -0.4
H 2.18654 -1.70270 -4.28490 0.9 1.5 1.8
C 0.95479 8.18948 3.47089 0.1 0.1 0.3
C 0.13400 8.29379 2.19918 0.8 0.3 0.9
C -1.30993 8.62989 2.42714 -0.2 0.7 0.5
O -1.91941 8.13580 1.25141 0.2 -0.8 -0.6
C -1.15017 7.08360 0.84044 -0.4 -1.6 -1.7
O -1.47137 6.28773 -0.02439 0.9 2.4 1.7
O 0.03289 7.04146 1.53829 -1.2 -0.2 -0.8
H 1.49537 9.12505 3.65045 0.0 -0.2 -0.1
H 0.32402 8.01365 4.34855 0.0 -0.1 -0.2
H 1.67898 7.37147 3.41667 -0.1 0.2 -0.1
H 0.61089 8.99385 1.50095 -0.2 0.0 0.0
H -1.48206 9.70326 2.54396 -0.1 -0.2 -0.2
H -1.74640 8.10126 3.28504 0.3 0.1 0.0
C -3.17093 -7.44019 0.69059 0.0 0.5 -0.4
C -3.26667 -6.76899 -0.66667 0.6 -0.5 1.1
C -3.14982 -5.27429 -0.62119 0.9 0.3 0.4
O -3.79713 -4.88893 -1.81719 -0.9 -0.5 -0.6
C -4.73618 -5.85034 -2.06540 -1.7 0.0 -1.5
O -5.61874 -5.75652 -2.90014 1.9 -0.2 1.8
O -4.55357 -6.93559 -1.24241 -0.5 1.0 -1.0
H -2.15361 -7.80932 0.85953 -0.3 0.1 -0.2
H -3.39549 -6.74375 1.50523 -0.1 -0.1 -0.2
H -3.86664 -8.28014 0.77431 0.2 0.5 -0.5
H -2.53959 -7.21457 -1.35793 0.0 0.2 0.0
H -2.11210 -4.93055 -0.60154 -0.2 0.1 -0.2
H -3.69278 -4.82382 0.22037 0.1 -0.3 0.0
C -1.95287 -12.06309 4.43957 0.2 -0.3 0.1
C -2.86195 -11.16783 3.61866 0.5 -1.1 0.5
C -2.20131 -10.55941 2.41731 0.4 -0.6 -0.6
O -3.00483 -9.42082 2.18086 -0.4 -0.5 1.6
C -3.49378 -9.04349 3.39999 -1.2 2.1 0.8
O -4.06391 -7.98962 3.62092 1.3 -2.4 -0.5
O -3.25090 -10.01153 4.34463 -0.3 1.1 -0.7
H -2.11427 -13.11314 4.17294 0.0 0.2 0.1
H -0.89530 -11.84744 4.25488 -0.1 0.1 0.1
H -2.13102 -11.94278 5.51210 -0.1 0.0 -0.2
H -3.77880 -11.70863 3.35040 0.1 0.1 -0.1
H -2.19470 -11.22858 1.55269 -0.1 0.3 0.0
H -1.17634 -10.21799 2.61436 -0.1 -0.2 0.1
C -4.90725 -0.62720 2.97459 0.2 -0.2 -0.2
C -5.93240 0.47690 3.15303 0.9 -0.9 -0.6
C -5.33981 1.84865 3.28342 0.7 0.3 -0.9
O -6.36174 2.55071 3.96216 -0.9 -0.4 0.9
C -7.01376 1.62395 4.72617 -1.4 0.3 1.6
O -7.82407 1.89069 5.59609 1.7 -0.5 -1.8
O -6.62801 0.35015 4.38405 -0.7 1.2 0.7
H -4.80454 -0.88071 1.91396 0.0 0.0 0.2
H -3.91593 -0.32209 3.32567 -0.2 0.0 0.0
H -5.18796 -1.52997 3.52481 -0.1 0.2 -0.1
H -6.67905 0.42932 2.34973 0.1 0.2 0.1
H -5.11605 2.30749 2.31657 -0.1 0.1 0.2
H -4.43740 1.87186 3.90879 -0.1 -0.2 -0.2
C 5.97029 1.40724 4.59793 0.1 -0.1 0.3
C 5.87455 2.07844 3.24067 0.6 -0.7 0.9
C 5.99140 3.57314 3.28614 0.7 0.4 0.3
O 5.34409 3.95850 2.09015 -0.8 -0.4 -0.5
C 4.40504 2.99709 1.84193 -1.7 0.0 -1.6
O 3.52248 3.09092 1.00719 2.3 0.5 2.4
O 4.58765 1.91184 2.66493 -0.5 1.0 -1.0
H 6.98761 1.03811 4.76687 -0.2 0.0 -0.1
H 5.74574 2.10368 5.41256 -0.1 -0.1 -0.1
H 5.27458 0.56729 4.68164 0.2 0.1 -0.2
H 6.60163 1.63287 2.54940 -0.1 0.2 0.0
H 7.02912 3.91688 3.30580 -0.2 0.1 -0.2
H 5.44844 4.02361 4.12770 0.1 -0.2 0.0

---

[6]
24
Properties=species:S:1:pos:R:3:forces:R:3 method="wB97M-V/def2-TZVPD" e_above_lowest_ev=3.1470 smiles="CC(C)(C)[C@@](O)(CO)[N+](=O)[O-]" charge=0 homo_energy_ev=-10.8 max_force_ev_per_a=4.7 homo_lumo_gap_ev=10.95
C 1.67193 -0.91719 -0.53627 -0.2 0.1 -0.1
C 0.77921 0.25425 -0.12429 -0.1 0.2 0.0
C 1.17162 0.73104 1.27835 -0.1 0.0 -0.1
C 0.95153 1.40282 -1.12520 -0.1 -0.1 0.0
C -0.69873 -0.19531 -0.14972 0.0 -2.8 -3.8
O -0.95630 -0.85746 -1.64043 1.0 1.7 3.7
C -1.14601 -1.22622 0.88327 0.2 0.2 0.1
O -2.45342 -1.68069 0.62163 -0.3 0.0 -0.1
N -1.60389 0.97448 -0.09510 -0.5 0.3 -0.2
O -1.76381 1.43970 1.01768 -0.2 0.2 0.5
O -2.11131 1.38804 -1.09852 -0.2 0.3 -0.2
H 1.39477 -1.26999 -1.52315 0.0 -0.1 -0.1
H 2.70622 -0.58460 -0.55940 0.1 0.1 0.1
H 1.59693 -1.74058 0.16895 0.0 -0.1 0.1
H 0.46204 1.45797 1.66657 0.0 0.0 0.1
H 2.14714 1.20697 1.22240 0.1 0.0 0.0
H 1.23826 -0.10141 1.97376 0.0 -0.1 0.1
H 0.54195 2.33378 -0.73222 -0.1 0.0 0.0
H 2.00710 1.56242 -1.32386 0.1 0.0 0.0
H 0.44984 1.16319 -2.05923 0.0 0.0 -0.1
H -1.72355 -1.42380 -1.50159 -0.2 0.0 0.2
H -1.06868 -0.78391 1.88085 0.1 -0.1 -0.1
H -0.50232 -2.10450 0.81742 0.0 0.2 0.0
H -3.09052 -1.02901 0.93808 0.0 0.0 0.0